(1)
Below is a 6-piece molecular cluster, C43H51FN6O4S overall, with properties calculated with the ωB97M-V functional and the def2-TZVPD basis.

The calculation puts the LUMO energy at 0.27 eV. The SMILES is CCC[C@H](C)[C@]1(S(C)(=O)=O)C(=O)OC[C@]1(C[C@@H](C)F)c1cccnc1.c1ccncc1.c1ccncc1.c1ccncc1.c1ccncc1.c1ccncc1. The HOMO energy is -9.1 eV. As for the total energy: -2796.360210 Ha. For the HOMO-LUMO gap, the calculation gives 9.3 eV.

Each line ends with the Löwdin charge.
Atoms and positions in Å:
C 0.917725 0.593549 0.409040  -0.121
C 2.161331 -0.046490 1.137561  -0.241
C 2.364375 -1.610939 1.136698  -0.188
C 1.350232 -2.589650 0.400529  -0.258
C 1.671905 -2.396120 -1.166562  -0.049
C -0.175184 -2.702380 0.837881  -0.184
S -0.236255 -2.458595 2.722975  0.790
C -1.704021 -3.289062 3.511922  -0.126
O 0.906051 -3.205359 3.416653  -0.372
O 0.001017 -1.041786 3.160486  -0.357
C -0.381237 -4.340837 0.904549  -0.371
O 0.155181 -5.239743 1.549750  0.109
O -1.442020 -4.877061 0.084806  -0.030
C -1.559699 -3.769361 -0.891501  -0.129
C -1.438622 -2.336141 -0.081931  -0.215
C -2.956807 -2.337130 0.425173  -0.102
C -3.634322 -1.282924 1.342823  -0.295
C -2.847168 -0.335325 2.320725  -0.070
F -4.493854 -0.402389 0.533429  -0.104
C -1.391837 -1.309125 -1.340959  -0.092
C -1.907918 0.105391 -1.051386  0.016
C -1.882974 1.007916 -2.272293  -0.016
C -1.386208 0.448988 -3.572977  -0.141
N -0.941644 -0.835325 -3.939990  0.049
C -0.984912 -1.627605 -2.760844  -0.109
H 0.873445 1.706499 0.712067  0.091
H 0.909580 0.585489 -0.722413  0.046
H -0.024918 0.132650 0.883102  0.042
H 3.106121 0.479657 0.735516  0.105
H 2.113446 0.298598 2.237506  0.103
H 2.669955 -1.919570 2.201889  0.111
H 3.359126 -1.784440 0.569946  0.113
H 1.824600 -3.628916 0.596832  0.122
H 2.803076 -2.485928 -1.363237  0.107
H 1.193767 -3.170645 -1.842708  0.070
H 1.408583 -1.343599 -1.539898  0.044
H -1.405983 -4.238016 4.090466  0.099
H -2.189474 -2.616855 4.309797  0.087
H -2.512685 -3.616582 2.790767  0.061
H -0.682036 -4.065652 -1.546573  0.120
H -2.520963 -3.942485 -1.464805  0.151
H -3.542942 -2.282211 -0.572176  0.149
H -3.291459 -3.374584 0.808718  0.132
H -4.415112 -1.815987 2.010286  0.153
H -3.520145 0.586694 2.491858  0.091
H -1.872008 0.107828 1.912638  0.057
H -2.623321 -0.731531 3.357746  0.064
H -2.279278 0.542694 -0.086815  0.091
H -2.230590 2.082089 -2.179007  0.082
H -1.362462 1.200987 -4.443544  0.100
H -0.596614 -2.674930 -3.028036  0.105
C 5.733057 -5.353720 3.365614  -0.085
C 4.382412 -5.155873 3.611460  -0.060
C 3.561171 -4.835019 2.542131  -0.136
N 3.998484 -4.700317 1.279111  0.066
C 5.309588 -4.895307 1.069256  -0.152
C 6.210669 -5.222532 2.069156  -0.082
H 6.407608 -5.607449 4.176147  0.103
H 3.975656 -5.248889 4.610437  0.105
H 2.497326 -4.673517 2.682574  0.073
H 5.635530 -4.778023 0.040504  0.100
H 7.258814 -5.370408 1.841061  0.098
C 3.024632 2.136388 -4.822698  -0.080
C 3.760270 2.647827 -3.763598  -0.073
C 3.687714 1.997425 -2.542081  -0.145
N 2.943178 0.902392 -2.322111  0.071
C 2.240768 0.430774 -3.365200  -0.151
C 2.249314 1.005167 -4.624471  -0.065
H 3.055593 2.616351 -5.794742  0.095
H 4.375476 3.530811 -3.883436  0.100
H 4.246274 2.356747 -1.683730  0.102
H 1.645940 -0.451872 -3.161526  0.067
H 1.663164 0.579354 -5.429334  0.101
C 0.837484 5.699235 -7.383808  -0.082
C 1.195602 4.432276 -7.820969  -0.082
C 0.503897 3.344445 -7.313428  -0.169
N -0.491697 3.443254 -6.418949  0.059
C -0.817112 4.679145 -6.011232  -0.148
C -0.189771 5.830031 -6.460782  -0.074
H 1.354048 6.576009 -7.758494  0.105
H 1.993366 4.292668 -8.539752  0.102
H 0.744527 2.333475 -7.626597  0.102
H -1.623524 4.729362 -5.286582  0.104
H -0.495862 6.803160 -6.098163  0.102
C -3.293809 4.300243 1.844666  -0.083
C -4.209608 3.583813 1.088282  -0.074
C -4.095339 3.625962 -0.292045  -0.161
N -3.150740 4.323731 -0.943427  0.044
C -2.278465 5.009164 -0.188230  -0.156
C -2.305844 5.028752 1.197172  -0.074
H -3.349357 4.290906 2.927834  0.091
H -4.993966 3.005112 1.559686  0.103
H -4.785687 3.079252 -0.926279  0.105
H -1.527047 5.565146 -0.739752  0.100
H -1.574090 5.598800 1.755699  0.101
C -1.148764 1.579315 6.873541  -0.076
C -2.498048 1.798583 7.111727  -0.077
C -3.311093 2.111905 6.034757  -0.153
N -2.869331 2.219814 4.771998  0.053
C -1.559891 2.004746 4.569403  -0.157
C -0.665873 1.682733 5.577372  -0.062
H -0.480186 1.330483 7.690219  0.107
H -2.908958 1.727293 8.110944  0.101
H -4.373180 2.288998 6.169634  0.101
H -1.229788 2.100532 3.539706  0.102
H 0.380625 1.517600 5.354845  0.107

Atomic forces in eV per Å
-0.4402 0.5613 1.1017
0.4434 1.3603 0.4858
1.7732 0.1953 0.1908
2.4156 -0.4997 -0.8229
0.0064 0.5893 -0.5327
-0.7443 -2.5977 0.2030
5.0160 1.0108 5.2020
-1.6944 -0.7253 0.7964
-2.9526 0.5956 -2.6428
-2.1937 -1.9811 -1.9397
-0.8851 -4.9081 0.9012
-0.3820 3.5545 -1.1414
1.3640 4.0835 0.5918
0.5077 -1.6628 -0.4239
-0.9159 -1.8404 -3.4613
-1.2308 -0.4748 -0.5194
-1.3241 0.6127 1.5538
0.0039 1.5954 -0.2070
1.2596 -1.0450 0.6166
-0.3293 3.2019 -0.3463
1.3997 -0.5697 -4.8518
0.8099 -3.2560 0.8059
-0.3466 1.1445 -0.2483
-1.8758 1.9526 5.8141
0.1981 -0.6085 0.2646
0.0994 -1.5799 -0.4789
0.0551 -0.3319 1.4495
1.2808 0.6170 -1.0473
-1.3638 -0.9854 0.4170
-0.1291 -0.5816 -1.6614
-1.0914 0.1823 -1.5818
-1.7020 0.0474 0.7385
-0.9520 1.6703 0.0306
-1.7016 -0.0314 0.7530
0.4050 0.9376 0.9031
0.2076 -1.7398 0.7555
0.2921 1.5736 -1.2816
1.0257 -0.5773 -1.4986
1.0329 0.6300 0.6136
-1.1076 1.2961 0.3318
1.1369 0.6388 0.7586
0.8928 0.1534 1.6681
1.0378 1.5320 -0.3665
1.2278 0.6294 -1.1930
0.8578 -1.5008 -0.2325
-1.3432 -0.9498 0.4898
-0.3401 0.1633 -1.4824
0.5304 -0.9243 -1.1001
0.5680 -1.4837 -0.3545
-0.0629 -1.1891 1.3919
-0.7843 1.6713 0.8654
0.0185 -0.0123 0.0902
0.2561 -0.0339 -0.0804
-0.2238 0.0648 -0.5182
0.4537 -0.1485 0.4447
-0.5022 0.1141 -0.0774
-0.0497 -0.0029 0.0920
-0.0282 0.0126 -0.0494
-0.0314 0.0215 -0.0700
0.0573 -0.0010 0.0827
0.0616 -0.0225 0.0419
-0.0523 0.0142 -0.0198
0.0343 0.0704 -0.1076
-0.0790 -0.0684 -0.0531
-0.2622 -0.4276 0.2372
0.0520 0.2535 -0.6524
0.2875 0.1142 0.5317
0.0476 0.1147 -0.0778
-0.0111 -0.0099 0.0581
-0.0180 -0.0429 0.0328
0.0085 0.0403 -0.0472
-0.0052 0.0715 -0.2066
-0.0314 -0.0083 0.0862
0.0349 0.0913 -0.0070
-0.0335 0.0949 0.0462
-0.4250 -0.1069 0.3771
0.3252 0.4661 -0.2067
-0.0153 -0.5540 -0.0281
0.1282 -0.0253 -0.1097
-0.0309 -0.0519 0.0193
-0.0452 -0.0189 0.0221
0.0360 0.0371 -0.0387
0.0299 0.0598 -0.0188
-0.0057 -0.0614 0.0020
0.0200 0.0540 0.1762
0.0964 0.0496 0.0382
0.2904 0.2026 -0.3776
0.0033 -0.0618 0.6004
-0.2331 -0.2071 -0.4059
-0.1239 -0.0949 -0.0052
0.0029 -0.0793 -0.0681
0.0422 0.0001 -0.0379
-0.0132 -0.0213 0.0686
0.0114 -0.0058 0.0650
-0.0218 -0.0141 -0.0463
0.0631 -0.0141 0.0378
0.0976 -0.0283 -0.0449
0.0132 0.0635 -0.4988
0.3677 -0.1136 0.4559
-0.5121 0.1297 -0.1132
-0.0194 -0.0013 0.1401
-0.0373 0.0119 -0.0522
-0.0096 0.0084 -0.0576
0.0306 -0.0084 0.0632
0.0705 -0.0430 0.0342
-0.0747 -0.0273 -0.0455


(2)
Below is C43H51N12O4S2 as an isolated structure, with properties calculated with the ωB97M-V functional and the def2-TZVPD basis.

The calculation puts the LUMO energy at 2.33 eV. As for the net charge: -1. The HOMO energy is -6.2 eV. As for the total energy: -3423.575558 Ha. For the HOMO-LUMO gap, the calculation gives 8.5 eV.

Each line ends with the Löwdin charge.
Atoms and positions in Å:
C -2.752543 3.074148 2.675101  -0.167
S -1.653401 1.735577 3.063682  0.456
O -2.371189 0.940203 4.053012  -0.371
O -0.429337 2.395712 3.484793  -0.360
N -1.512733 0.873275 1.720193  -0.334
S -0.185213 0.996083 0.837722  0.524
O 1.032095 0.710721 1.587317  -0.347
O -0.369972 0.215357 -0.382253  -0.379
C -0.032546 2.721474 0.368933  -0.176
C -0.870447 3.266981 -0.851270  -0.661
N -1.994582 2.440056 -1.217625  0.087
N -0.018664 3.317848 -2.043590  0.076
N -1.371828 4.618926 -0.562726  0.095
H -2.235172 3.806360 2.058720  0.022
H -3.025289 3.519718 3.628389  0.057
H -3.642097 2.712876 2.161978  0.060
H 1.037308 2.831857 0.195551  0.092
H -0.266934 3.305296 1.256633  0.051
H -2.850553 2.668115 -0.744241  0.063
H -2.143073 2.424331 -2.211838  0.072
H 0.919451 3.592016 -1.791177  0.063
H 0.057205 2.373282 -2.404642  0.053
H -2.309072 4.562641 -0.192215  0.024
H -0.844346 5.092929 0.161887  0.028
N -4.453686 0.538649 -1.696164  0.064
C -5.733979 0.171576 -1.713424  -0.164
C -6.161931 -1.124188 -1.958413  -0.082
C -5.206380 -2.097553 -2.207846  -0.096
C -3.871074 -1.738067 -2.160731  -0.088
C -3.540444 -0.415379 -1.887656  -0.143
H -6.457325 0.962129 -1.538268  0.096
H -7.218200 -1.358938 -1.965027  0.094
H -5.495066 -3.120769 -2.408147  0.100
H -3.090483 -2.468750 -2.330989  0.106
H -2.505751 -0.097833 -1.828017  0.077
N 3.394084 -2.939602 1.233727  0.048
C 3.676613 -4.003762 0.478481  -0.199
C 3.167808 -4.214812 -0.794014  -0.082
C 2.289298 -3.267230 -1.301629  -0.080
C 1.968121 -2.167406 -0.526407  -0.060
C 2.550075 -2.038233 0.727717  -0.129
H 4.362932 -4.722674 0.917006  0.092
H 3.460471 -5.091719 -1.353733  0.072
H 1.864300 -3.384362 -2.292358  0.098
H 1.286542 -1.399567 -0.865785  0.067
H 2.303867 -1.149176 1.299477  0.083
N 6.980197 -3.753223 -1.182586  0.066
C 8.190885 -3.948306 -1.700451  -0.166
C 9.317792 -3.240424 -1.310422  -0.086
C 9.179509 -2.275140 -0.324893  -0.091
C 7.925453 -2.060195 0.221123  -0.066
C 6.857163 -2.818229 -0.241029  -0.133
H 8.260702 -4.711035 -2.469411  0.099
H 10.276572 -3.443624 -1.768699  0.094
H 10.034321 -1.700763 0.009739  0.100
H 7.765973 -1.318333 0.991690  0.103
H 5.865314 -2.677303 0.171848  0.084
N -0.252636 6.134165 2.633308  0.081
C -0.387414 6.799899 3.775896  -0.151
C 0.642669 7.518246 4.366775  -0.075
C 1.877499 7.549728 3.735607  -0.084
C 2.029976 6.869029 2.537316  -0.066
C 0.935980 6.182350 2.038022  -0.143
H -1.362568 6.744989 4.248558  0.098
H 0.478022 8.034335 5.303042  0.097
H 2.704921 8.097039 4.169072  0.101
H 2.968565 6.868341 2.000883  0.101
H 0.995947 5.645167 1.097000  0.094
N -4.747761 -3.992936 0.583334  0.053
C -3.891125 -3.056347 0.995960  -0.139
C -3.854851 -2.555919 2.287798  -0.042
C -4.763380 -3.051090 3.206410  -0.076
C -5.665108 -4.023527 2.796673  -0.089
C -5.614724 -4.458696 1.481567  -0.176
H -3.192045 -2.684196 0.257139  0.095
H -3.136457 -1.798746 2.557251  0.102
H -4.761517 -2.678879 4.223308  0.106
H -6.393922 -4.440535 3.480188  0.092
H -6.303404 -5.220711 1.128772  0.093
N -3.677158 6.630335 0.972084  0.070
C -4.588325 6.274685 0.072014  -0.153
C -5.946943 6.516282 0.216339  -0.073
C -6.381711 7.158656 1.364593  -0.088
C -5.442575 7.529838 2.314400  -0.076
C -4.106754 7.243699 2.070832  -0.149
H -4.207884 5.771922 -0.811816  0.101
H -6.641221 6.201499 -0.550766  0.099
H -7.433766 7.362329 1.519169  0.101
H -5.735384 8.028755 3.228443  0.097
H -3.341700 7.518094 2.789420  0.091
N 2.222250 -0.971950 -5.338362  0.050
C 1.250589 -0.960963 -6.248674  -0.172
C -0.068694 -0.645822 -5.960008  -0.082
C -0.401971 -0.325908 -4.652676  -0.072
C 0.594578 -0.337145 -3.690027  -0.062
C 1.884751 -0.664873 -4.086137  -0.152
H 1.545269 -1.216402 -7.261453  0.095
H -0.814888 -0.650851 -6.743543  0.095
H -1.421172 -0.073492 -4.387600  0.099
H 0.386309 -0.094911 -2.653980  0.073
H 2.690013 -0.678556 -3.359592  0.104
N 4.524797 -7.334908 -0.961620  0.060
C 5.638680 -7.524118 -0.259560  -0.148
C 5.845879 -8.625058 0.559323  -0.075
C 4.843215 -9.576948 0.652719  -0.088
C 3.677016 -9.388177 -0.071775  -0.077
C 3.566847 -8.252352 -0.860699  -0.148
H 6.393031 -6.749806 -0.355641  0.097
H 6.770179 -8.726446 1.111845  0.098
H 4.965531 -10.447809 1.284221  0.101
H 2.863707 -10.099452 -0.023148  0.098
H 2.664721 -8.064016 -1.432801  0.106

Atomic forces in eV per Å
-0.2198 0.0738 -0.2576
-0.0845 -0.5241 0.6068
0.3663 0.3312 -0.5506
-0.2873 -0.2122 0.0003
0.2309 0.2401 -0.1233
0.1423 -0.3350 0.1560
-0.5488 0.1435 -0.4959
0.1395 0.1599 0.4729
-0.3743 0.2271 -0.1949
-0.0810 0.0604 -0.0757
0.3538 -0.3173 0.1910
-0.2323 -0.0870 -0.2194
0.3426 0.1649 0.0663
0.0391 0.0479 0.0271
0.0068 0.0650 0.0323
0.0184 -0.1358 0.0477
0.0247 0.0992 -0.1227
0.0933 -0.1813 0.2012
-0.1680 -0.1339 0.1219
-0.0995 0.2500 -0.1548
0.1091 0.1280 0.0088
0.1126 -0.1459 0.0593
-0.0807 -0.0078 0.0493
0.0671 0.0371 -0.0102
-0.0749 -0.0571 0.1194
0.0456 0.0251 -0.0964
0.0232 -0.0148 -0.0607
-0.0404 -0.0074 0.0774
0.0366 0.0780 -0.0730
-0.0240 0.0574 -0.1633
-0.0040 -0.0122 0.0164
-0.0012 0.0049 0.0170
0.0046 -0.0067 0.0309
0.0075 0.0236 0.0335
0.0677 0.0217 0.1429
0.0257 0.0420 0.0253
-0.0343 0.0019 0.0394
-0.0835 0.0883 0.0779
-0.0045 -0.0628 -0.0772
0.0475 0.0009 -0.1284
-0.0464 0.0912 -0.1455
-0.0004 -0.0277 -0.0421
0.0393 0.0034 0.0026
0.0053 -0.0032 0.0025
-0.0732 -0.0043 0.0437
0.1197 -0.1686 0.2292
0.0152 -0.0242 0.0283
-0.0305 0.0118 0.0098
0.0029 0.0085 0.0103
-0.0057 -0.0016 -0.0002
0.0039 0.0287 -0.0159
0.0444 -0.0604 0.0050
0.0101 -0.0013 -0.0002
-0.0023 -0.0028 -0.0065
-0.0004 -0.0003 0.0018
-0.0094 0.0017 -0.0001
-0.0133 0.0210 -0.0149
0.0078 0.1021 -0.0207
0.0688 -0.0806 0.0139
0.0406 -0.0008 -0.0196
-0.0424 -0.0083 -0.0239
-0.0417 0.0712 0.1414
-0.2084 -0.1183 -0.1864
0.0093 -0.0090 0.0176
0.0017 0.0014 0.0043
0.0003 -0.0005 0.0070
0.0072 -0.0183 0.0048
0.1939 -0.0151 0.0235
0.0048 0.0487 0.0509
0.0099 -0.1062 -0.1040
-0.0554 -0.0393 0.0341
-0.0272 -0.0067 0.0344
0.0156 0.0226 0.0350
0.0361 0.0198 -0.0367
0.0047 0.0142 0.0104
0.1088 0.1732 0.0168
-0.0301 -0.0183 -0.0034
0.0077 0.0056 -0.0099
0.0018 0.0084 0.0129
0.0219 -0.0433 0.0255
0.0271 -0.0262 -0.0976
-0.0232 0.0141 0.0709
0.0134 -0.0125 -0.0058
-0.0056 -0.0014 -0.0142
0.0061 -0.0082 -0.0105
-0.0156 0.0195 -0.0223
0.0031 -0.0042 -0.0044
-0.0015 0.0020 0.0017
0.0025 0.0008 0.0037
-0.0046 -0.0023 0.0019
-0.0316 -0.0080 -0.0080
0.0013 0.0091 0.0316
0.0000 -0.0044 -0.0005
-0.0140 -0.0057 0.0162
0.0151 0.0409 0.0432
0.0529 0.0189 -0.0123
-0.0114 0.0035 -0.0054
0.0042 -0.0029 -0.0070
-0.0126 0.0008 0.0196
-0.0552 -0.0229 0.0413
-0.0130 -0.0209 0.0200
-0.0336 -0.0369 -0.0488
0.0041 0.0488 -0.0200
-0.0140 -0.0163 0.0017
-0.0018 0.0102 -0.0032
0.0074 -0.0035 0.0190
0.0459 0.0063 0.0406
0.0002 0.0038 0.0012
0.0021 0.0057 0.0021
0.0006 -0.0018 0.0000
-0.0037 -0.0003 -0.0036
-0.0016 -0.0109 -0.0039


- Which value of LUMO does entry 2 give?
  2.33 eV


- Which of these has the highest LUMO?
  C43H51N12O4S2


- Number 1 is which compound?
  C43H51FN6O4S